[1]
Entry from OMol25: a molecular structure, C16H34BMgNP2 (ωB97M-V with the def2-TZVPD basis set).

Values from the calculation:
Orbital gap (spin up / spin down)   4.3344 / 2.8257 eV
Energy relative to the best compared isomer or geometry (same formula, charge and spin)   6.3459 eV
Molar mass   337.5 g mol⁻¹
HOMO (spin up / spin down)   -5.733 / -4.399 eV

Each line ends with the natural charge from an NBO analysis.
Atoms and positions in Å:
P -0.27784 -1.38928 -5.65646  1.57
P -3.73766 -1.28712 -3.54380  1.29
C -1.98207 -1.99376 -5.66163  -0.82
C -3.14037 -1.05908 -5.27123  -0.72
H -1.94392 -2.91561 -5.02264  0.33
H -2.15013 -2.35727 -6.68694  0.25
H -2.95793 0.02058 -5.44672  0.23
H -4.01972 -1.38476 -5.85478  0.23
C -4.78123 -2.76733 -3.73638  -0.96
H -5.28588 -2.98802 -2.78353  0.25
H -4.18849 -3.64508 -4.03825  0.27
H -5.53467 -2.53547 -4.50622  0.23
C -4.77959 0.12618 -3.17649  -0.99
H -5.74494 -0.10399 -3.65769  0.25
H -4.34832 1.04220 -3.61711  0.25
H -4.93483 0.24277 -2.09251  0.25
C 0.66575 -2.80426 -6.26441  -0.98
H 1.71681 -2.74341 -5.94481  0.28
H 0.61562 -2.78188 -7.36037  0.24
H 0.23389 -3.74709 -5.88598  0.27
C -0.16886 0.07435 -6.69354  -0.99
H -1.07376 0.69065 -6.63036  0.25
H -0.01346 -0.23016 -7.72893  0.25
H 0.68183 0.70917 -6.42585  0.26
Mg -1.96435 1.29622 -0.91737  1.44
C -2.18733 -2.15808 -2.60484  -0.32
C -1.65645 -3.34724 -3.15535  -0.54
C -0.30355 -3.84918 -2.91075  -0.38
C 0.75979 -2.80715 -2.40176  -0.44
C 1.28311 -1.92851 -3.40949  -0.47
C 0.55749 -0.90915 -4.12487  -0.55
C -0.59224 -0.08338 -3.35605  -0.45
C -1.39660 -0.82922 -2.27941  -0.40
C 0.18210 1.30417 -0.66315  -1.31
H -2.79782 -2.37655 -1.71423  0.18
H -2.39798 -4.11529 -3.41447  0.18
H 0.12427 -4.33521 -3.80349  0.16
H -0.31904 -4.66223 -2.16992  0.18
H 0.37514 -2.31533 -1.50074  0.18
H 1.58892 -3.44473 -2.06864  0.22
H 2.32312 -2.08298 -3.70299  0.19
H 1.32672 -0.18432 -4.45815  0.24
H -1.27171 0.40642 -4.08906  0.17
H -0.08019 0.79183 -2.91490  0.28
H -0.77575 -0.96486 -1.38325  0.26
H -2.26782 -0.13078 -2.00996  0.03
H 0.30112 2.36668 -0.40643  0.20
H 0.94407 0.94026 -1.36687  0.19
H 0.32912 0.71045 0.24944  0.22
B -1.50905 0.92811 3.68549  -0.63
C -1.90346 1.06895 2.21437  0.46
N -2.18146 1.18159 1.08442  -0.86
H -1.23048 2.02513 4.16492  0.03
H -0.54359 0.17044 3.78817  0.03
H -2.47321 0.43983 4.27418  0.02

---

[2]
Entry from OMol25: 3 unconnected molecules or ions with the total composition C16H34BN2O8P (ωB97M-V with the def2-TZVPD basis set).

Values from the calculation:
Orbital gap   6.6906 eV
Structure (SMILES)   O=C1OC(=O)C(P(=O)(O)O)=C1B(O)O.CCN(CC)CC.CCN(CC)CC
Molar mass   424.2 g mol⁻¹
HOMO   -7.964 eV

Each line ends with the natural charge from an NBO analysis.
Atoms and positions in Å:
O 3.75897 -3.76095 -3.49418  -0.47
C 2.78344 -3.75259 -2.89722  0.78
O 1.68286 -4.58532 -3.18625  -0.50
C 0.61408 -3.77473 -2.95175  0.79
O -0.38607 -3.67299 -3.53123  -0.52
C 0.98586 -2.90664 -1.74004  -0.48
P -0.21790 -2.12617 -0.63154  2.34
O 0.16468 -2.36248 0.74430  -1.06
O -1.63972 -2.86952 -0.87732  -0.96
O -0.42878 -0.55856 -0.92252  -0.96
C 2.31215 -2.88922 -1.73066  -0.37
B 3.19616 -2.08333 -0.67182  1.17
O 3.10276 -0.70282 -0.64544  -0.89
O 4.07003 -2.69418 0.20734  -0.89
H -1.88525 -2.78150 -1.81676  0.50
H -1.15230 -0.39735 -1.54815  0.51
H 3.29702 -0.40930 -1.54953  0.50
H 4.77203 -3.06068 -0.35494  0.50
C 2.36269 2.51120 -0.61660  -0.61
C 3.68455 3.04341 -0.08624  -0.22
N 4.59605 3.47172 -1.13291  -0.46
C 5.95316 3.69855 -0.66128  -0.21
C 6.18162 4.82519 0.35111  -0.64
C 4.07866 4.46550 -2.05940  -0.22
C 3.57773 5.79375 -1.48157  -0.64
H 2.52580 1.71784 -1.34530  0.19
H 1.77477 2.09663 0.20300  0.22
H 1.76305 3.29463 -1.08457  0.20
H 4.15912 2.23301 0.47439  0.20
H 3.48014 3.84520 0.63907  0.16
H 6.60724 3.86080 -1.52303  0.19
H 6.30827 2.76528 -0.21118  0.19
H 6.12073 5.80793 -0.11502  0.20
H 7.18530 4.73769 0.77418  0.21
H 5.47540 4.78668 1.18112  0.21
H 3.25631 4.01116 -2.62002  0.19
H 4.83828 4.67419 -2.81777  0.20
H 2.94215 5.65332 -0.60584  0.20
H 2.98145 6.31693 -2.23307  0.21
H 4.39861 6.45629 -1.21104  0.20
C -7.00096 -3.95072 2.17642  -0.62
C -5.58838 -3.38529 2.12731  -0.21
N -5.44822 -2.26006 1.22219  -0.46
C -4.06212 -1.90900 0.94636  -0.21
C -3.20593 -1.40632 2.11240  -0.64
C -6.34642 -1.14142 1.45490  -0.21
C -6.31875 -0.47258 2.83394  -0.64
H -7.35653 -4.20389 1.17595  0.21
H -7.01359 -4.86121 2.77783  0.21
H -7.70621 -3.25155 2.62912  0.20
H -4.92825 -4.18708 1.78408  0.20
H -5.26899 -3.13632 3.15051  0.16
H -4.03376 -1.16550 0.14236  0.18
H -3.57285 -2.79124 0.52940  0.20
H -3.46570 -0.38653 2.39630  0.20
H -2.15425 -1.39377 1.81562  0.23
H -3.28604 -2.04635 2.99148  0.21
H -7.36894 -1.48233 1.26689  0.19
H -6.17168 -0.38004 0.68950  0.19
H -6.31976 -1.19845 3.64860  0.20
H -7.20825 0.15065 2.95528  0.21
H -5.45550 0.18043 2.95327  0.20

---

[3]
Entry from OMol25: a molecular structure, C16H34Br2FN3O4P (ωB97M-V with the def2-TZVPD basis set).

Values from the calculation:
Orbital gap   6.9411 eV
Net charge   -1
Molar mass   542.2 g mol⁻¹
HOMO   -4.873 eV

Each line ends with the natural charge from an NBO analysis.
Atoms and positions in Å:
C 4.46449 -2.27983 -2.34310  -0.31
C 3.25947 -2.15964 -2.46486  0.00
C 1.72784 -1.96519 -2.59269  0.01
O 1.33814 -1.63064 -3.91961  -0.80
P -0.31484 -1.01789 -3.82130  1.63
F -2.02049 -0.87648 -3.69921  -0.65
C -0.01296 0.61025 -4.73089  -0.72
C -1.25365 1.54486 -4.94344  -0.40
C -1.53691 2.52521 -3.73515  -0.41
C -2.50345 1.96478 -2.64847  -0.23
N -3.78444 1.40270 -3.19018  -0.65
C -4.40213 0.68978 -2.07188  0.56
N -4.36685 -0.58141 -1.96115  -0.69
N -5.05539 1.44771 -1.01108  -0.88
O 0.07997 -0.09338 -2.35313  -0.82
C 1.11268 -0.77557 -1.67995  0.05
C 2.08841 0.02169 -0.75937  -0.25
Br 1.01257 0.56536 0.84296  -0.02
C 2.70281 1.32740 -1.40814  -0.23
C 3.23337 1.12644 -2.87349  -0.66
Br 1.52119 2.93644 -1.29068  -0.03
H 5.53712 -2.10710 -2.20130  0.23
H 1.34976 -2.97313 -2.28224  0.20
H -0.53843 -1.77126 -5.03571  -0.18
H -0.50592 -2.14559 -2.92527  -0.18
H 0.41258 0.36328 -5.74336  0.20
H 0.81066 1.14070 -4.18979  0.21
H -0.98505 2.22839 -5.80086  0.18
H -2.17603 1.01656 -5.28790  0.23
H -0.58267 2.88821 -3.29527  0.23
H -2.04817 3.42886 -4.17348  0.17
H -2.05243 1.20199 -1.97282  0.24
H -2.77740 2.83732 -1.98223  0.15
H -4.40358 2.21902 -3.29735  0.35
H -3.85877 -0.93374 -2.77736  0.38
H -4.35875 1.87633 -0.39836  0.37
H -5.50635 0.73476 -0.42752  0.38
H 0.53508 -1.38532 -0.92024  0.19
H 2.93486 -0.58656 -0.37886  0.25
H 3.58601 1.60323 -0.77861  0.21
H 2.95743 2.02823 -3.47333  0.23
H 2.80424 0.25037 -3.40715  0.26
H 4.34949 1.09991 -2.83114  0.21
C -1.37333 -1.61953 4.80301  -0.63
C -0.38958 -0.48215 4.60609  -0.06
O -0.84008 0.38316 3.56848  -0.72
H -1.48937 -2.18706 3.87748  0.22
H -1.03700 -2.29383 5.59100  0.21
H -2.36214 -1.23389 5.06885  0.19
H 0.58871 -0.86845 4.31976  0.18
H -0.27541 0.09809 5.52687  0.15
H -1.70071 0.72928 3.82906  0.46
C 2.60527 -1.27412 8.71917  -0.63
C 1.35775 -0.65785 8.11492  -0.06
O 0.65451 -1.61583 7.33100  -0.72
H 3.26233 -1.65275 7.93405  0.22
H 3.15412 -0.54212 9.31538  0.21
H 2.34658 -2.12305 9.35804  0.19
H 1.62102 0.17467 7.46185  0.18
H 0.69059 -0.28442 8.89912  0.15
H 0.41320 -2.34722 7.91087  0.46

---

[4]
Entry from OMol25: a molecular structure, C16H34Cl14O8P (ωB97M-V with the def2-TZVPD basis set).

Values from the calculation:
Orbital gap   8.9508 eV
Net charge   -1
Molar mass   881.8 g mol⁻¹
HOMO   -6.713 eV

Each line ends with the Mulliken charge.
Atoms and positions in Å:
C -0.55519 -0.30249 -0.07596  0.78
C 0.17252 -0.95030 1.11434  0.52
O 0.27367 -0.29213 2.17585  -0.82
O 0.54136 -2.14465 0.94241  -0.56
H -1.44379 -0.86737 -0.36695  -0.89
H 0.02568 -0.23428 -1.00272  0.12
H -0.88151 0.73710 0.04029  -0.32
C -1.34893 2.26137 2.08917  1.60
Cl -2.35123 2.82922 0.74395  -0.21
Cl -2.08734 2.54640 3.67897  -0.19
H -1.28083 1.18435 1.95447  -1.15
H -0.34290 2.65607 2.01978  -0.09
C 3.09395 0.05240 2.33732  1.27
Cl 4.34803 -1.10096 2.83444  -0.18
Cl 3.76499 1.68983 2.18973  -0.32
H 2.65131 -0.24851 1.39428  -0.78
H 2.28692 0.01639 3.06165  0.10
C -2.40490 -1.26010 3.26421  1.08
Cl -3.83995 -0.71381 2.40086  -0.17
Cl -2.84517 -1.75223 4.93197  -0.20
H -1.90101 -2.11142 2.81950  -0.54
H -1.70221 -0.43560 3.33662  -0.15
C 2.63681 -4.42879 0.61146  1.08
Cl 1.74959 -5.72648 1.46092  -0.15
Cl 4.10873 -5.07394 -0.18932  -0.23
H 1.94831 -3.98017 -0.09372  -0.61
H 3.00984 -3.69956 1.32030  -0.07
C 0.96577 -2.68248 3.99630  0.98
Cl 0.01836 -4.17063 4.08995  -0.16
Cl 2.44387 -2.79848 4.90623  -0.19
H 1.19167 -2.43356 2.95899  -0.72
H 0.37518 -1.86683 4.40633  0.18
C 2.25777 -2.24978 -2.03482  0.45
Cl 0.60756 -2.88315 -2.26367  -0.12
Cl 2.69419 -1.15687 -3.36835  -0.22
H 2.32192 -1.74301 -1.07635  -0.37
H 2.92137 -3.10865 -2.01521  0.33
C -1.60825 -4.26378 0.61734  1.24
Cl -1.49522 -5.62747 -0.52400  -0.21
Cl -3.00936 -4.39258 1.68107  -0.18
H -0.72269 -4.12643 1.22838  -0.46
H -1.72871 -3.40437 -0.03283  -0.43
C 0.28679 6.98330 -0.60486  -0.80
O 0.23300 5.59604 -0.24424  -0.27
P 1.52660 4.68293 -0.49294  1.01
O 2.81413 5.39348 -0.48059  -0.82
O 1.25041 3.93270 -1.89071  -0.40
C -0.04649 3.43400 -2.21010  -0.41
O 1.32770 3.58317 0.64003  -0.14
C 2.00899 2.33989 0.59195  -1.13
H 1.27601 7.29100 -0.93822  0.38
H 0.06413 7.50636 0.32740  0.23
H -0.49134 7.20832 -1.33118  0.25
H -0.36648 3.82626 -3.18049  0.36
H -0.83651 3.77393 -1.54205  0.22
H 0.01041 2.35569 -2.34365  0.08
H 2.52863 2.16140 -0.35435  0.62
H 1.30273 1.50645 0.63967  0.16
H 2.71449 2.25215 1.41612  0.53
O -1.49617 0.93524 -4.23537  -0.61
C -1.36470 -0.23691 -4.00149  1.02
O -2.33590 -1.02435 -3.50675  -0.34
C -3.57192 -0.43548 -3.13552  -0.43
C -3.46070 0.09449 -1.70466  -0.42
C -0.15504 -1.02944 -4.40669  -0.49
H -4.30278 -1.23590 -3.23861  0.37
H -3.82715 0.42282 -3.76204  0.31
H -2.93235 -0.58620 -1.03619  -0.02
H -4.45786 0.15971 -1.25998  0.44
H -2.96828 1.06381 -1.67231  0.13
H 0.64614 -1.06958 -3.67033  -0.68
H 0.22273 -0.57338 -5.31935  0.43
H -0.45944 -2.05417 -4.61568  0.37